Record 1
The following is a DFT calculation (the ωB97M-V functional and the def2-TZVPD basis) of one molecule with the formula C2H2ClN3O.

The calculation puts the HOMO-LUMO gap at 9.711 eV. The lowest unoccupied orbital energy is -0.9 eV. Its structure (SMILES) is On1ncnc1Cl. The spin multiplicity is 1.

Cartesian coordinates (Å):
C1 0.07015 -1.47966 0.15741
C2 1.86400 -0.44565 0.10396
N1 1.42794 -1.66198 0.13817
N2 -0.28913 -0.26651 -0.04096
N3 0.88660 0.36847 -0.13345
O1 1.08422 2.02512 0.18152
Cl1 3.48866 -0.01372 -0.07814
H1 -0.68828 -2.21231 -0.01091
H2 2.04626 2.03092 0.11874

Record 2
The following is a DFT calculation (the ωB97M-V functional and the def2-TZVPD basis) of a 2-piece molecular cluster, C2H2ClN3O overall.

The calculation puts the HOMO-LUMO gap (spin up / spin down) at 7.933 / 6.141 eV. The lowest unoccupied orbital energy (spin up / spin down) is -2.6 / -4.6 eV. The spin multiplicity is 1.

Cartesian coordinates (Å):
C1 -1.62005 -1.83762 -1.05233
C2 0.17506 0.94136 -1.24326
N1 -1.75124 -2.94751 -1.31512
N2 0.16817 0.43905 0.02339
N3 -1.11986 1.16981 -1.74972
O1 1.13103 1.18541 -1.94043
Cl1 -1.24107 1.88393 -3.21453
H1 -0.73757 0.19216 0.38735
H2 0.81778 -0.35955 -0.01352

Record 3
The following is a DFT calculation (the ωB97M-V functional and the def2-TZVPD basis) of one molecule with the formula C2H2ClNO2.

The calculation puts the HOMO-LUMO gap at 11.419 eV. The lowest unoccupied orbital energy is 0.7 eV. Its structure (SMILES) is O=CO/N=C/Cl. The spin multiplicity is 1.

Cartesian coordinates (Å):
C1 -1.75538 -0.24447 -0.40147
C2 1.57227 0.23962 0.43024
N1 0.57473 -0.08343 -0.28874
O1 -0.66817 0.07048 0.35236
O2 -2.86072 -0.16940 0.01009
Cl1 3.14389 0.14162 -0.13458
H1 -1.45441 -0.57057 -1.41897
H2 1.44778 0.61616 1.45107

Record 4
The following is a DFT calculation (the ωB97M-V functional and the def2-TZVPD basis) of one molecule with the formula C2H2ClNO2.

The calculation puts the HOMO-LUMO gap at 9.736 eV. The lowest unoccupied orbital energy is -1.4 eV. Its structure (SMILES) is C=C(Cl)[N+](=O)[O-]. The spin multiplicity is 1.

Cartesian coordinates (Å):
C1 -1.17285 0.52032 0.09886
C2 0.13353 0.30790 -0.01652
N1 0.87727 -0.92278 -0.09550
O1 0.14130 -1.90778 -0.25360
O2 2.07446 -0.97023 0.11942
Cl1 1.28964 1.92239 -0.10479
H1 -1.62472 1.39999 0.08468
H2 -1.71864 -0.34981 0.16744

Record 5
The following is a DFT calculation (the ωB97M-V functional and the def2-TZVPD basis) of a 2-piece molecular cluster, C2H2ClO2 overall.

As for the net charge: +1. The calculation puts the HOMO-LUMO gap at 8.155 eV. The lowest unoccupied orbital energy is -6.0 eV. The spin multiplicity is 1.

Cartesian coordinates (Å):
C1 -0.07725 -0.12964 0.04852
C2 -4.08260 0.59635 0.03017
O1 -3.93111 1.71030 -0.04843
O2 -1.22472 -0.44177 -0.04842
Cl1 -4.22925 -0.92920 0.03289
H1 0.44038 -0.04697 -0.85301
H2 0.58705 -0.02639 0.91156

Record 6
The following is a DFT calculation (the ωB97M-V functional and the def2-TZVPD basis) of an isolated ion of composition C2H2ClO3P and charge -2.

As for the net charge: -2. The calculation puts the HOMO-LUMO gap at 5.431 eV. The lowest unoccupied orbital energy is 6.3 eV. Its structure (SMILES) is C=C([O-])[P@@](=O)([O-])Cl. The spin multiplicity is 1.

Cartesian coordinates (Å):
C1 1.01844 -0.78733 0.95402
C2 -0.11509 -0.66342 0.13615
O1 -0.94746 -1.62401 -0.14680
O2 -0.64245 0.73692 -2.27589
O3 -2.13948 1.22964 -0.32194
P1 -0.76565 0.77599 -0.77385
Cl1 0.61071 2.14348 -0.06397
H1 1.72011 -0.05797 1.04237
H2 1.26088 -1.75329 1.44990

Record 7
The following is a DFT calculation (the ωB97M-V functional and the def2-TZVPD basis) of a 2-piece molecular cluster, C2H2ClO4P overall.

As for the net charge: -2. The calculation puts the HOMO-LUMO gap at 7.827 eV. The lowest unoccupied orbital energy is 6.3 eV. The spin multiplicity is 1.

Cartesian coordinates (Å):
C1 -0.53709 0.68070 0.83469
C2 -0.12316 -0.30997 -0.07731
O1 0.42860 -1.53086 0.29787
O2 2.58096 -0.10694 0.94595
O3 -0.56097 0.52612 2.02752
O4 2.23288 -0.86404 -1.51372
P1 1.68098 -0.59851 -0.13532
Cl1 -4.21594 1.03286 -1.55406
H1 -0.88337 1.52202 0.31911
H2 -0.60289 -0.35137 -1.14472

Record 8
The following is a DFT calculation (the ωB97M-V functional and the def2-TZVPD basis) of one molecule with the formula C2H2ClOP.

The calculation puts the HOMO-LUMO gap (spin up / spin down) at 6.242 / 6.245 eV. The lowest unoccupied orbital energy (spin up / spin down) is -0.5 / -0.5 eV. The spin multiplicity is 1.

Cartesian coordinates (Å):
C1 -0.79195 0.28940 0.96120
C2 0.46148 -0.17945 0.41136
O1 -1.89625 0.45099 1.14644
P1 0.14204 -0.94460 -1.33591
Cl1 0.04612 0.70563 -2.49685
H1 1.06021 0.79689 0.29431
H2 0.97834 -1.11886 1.01944

Computed values of energy above the lowest of the compared OMol25 structures with the same formula, charge and spin (unit: eV) for the preceding records, in sequence: 2.784; 5.108; 1.764; 4.450; 0.779; 0.629; 0.000; 1.353.
Computed values of electronic energy (unit: eV) for the preceding records, in sequence: -21142.864; -21140.541; -20211.848; -20209.163; -18713.249; -30061.006; -32109.815; -25962.321.